(1)
ORCA calculation (ωB97M-V/def2-TZVPD) on C2H5NS2 in the gas phase in a non-equilibrium geometry.

E_HOMO = -8.209 eV
SMILES = CS/C=N/S
ΔE to the lowest compared entry with this formula, charge and spin = 60.36 kcal/mol
Lowest unoccupied orbital energy = 0.73 eV
Kohn-Sham gap = 8.9 eV

```
! wB97M-V def2-TZVPD RIJCOSX def2/J DEFGRID3
* xyz 0 1
H -0.9016 1.4330 -3.1107
S 0.0083 1.1518 -1.3056
H 0.6900 -0.4865 3.2601
H -0.1469 -1.1436 -0.2745
C 0.1694 -0.1129 -0.0752
N 0.7384 0.0058 1.0971
C -0.9633 0.3761 -2.5941
S 0.1662 -1.2193 2.1644
H -2.0703 0.3153 -2.2300
H -0.7698 -0.6570 -3.0501
*
```

=====

(2)
ORCA calculation (ωB97M-V/def2-TZVPD) on C24H19BrN5O6Tc as an isolated structure.

E_HOMO (alpha / beta) = -10.656 / -10.606 eV
ΔE to the lowest compared entry with this formula, charge and spin = 7.43 kcal/mol
Lowest unoccupied orbital energy (alpha / beta) = -4.06 / -4.08 eV
Kohn-Sham gap (alpha / beta) = 6.6 / 6.5 eV

```
! wB97M-V def2-TZVPD RIJCOSX def2/J DEFGRID3
* xyz 1 2
H 0.7373 -1.2318 -2.8627
C 1.4098 -1.9340 2.4254
O 4.1939 2.7261 -4.5453
C -2.1052 -0.9431 -1.2500
C -4.3809 -1.5910 -1.8014
O 0.8109 1.4362 0.9386
N 1.2315 0.9827 -1.4586
H -1.0353 -2.4330 1.0363
O 4.0884 -1.0372 -1.6384
C -4.7811 -1.1973 -0.5566
H -0.7673 -2.1099 -4.6384
C 1.2556 2.6417 2.8932
O 5.0315 1.0122 -3.4298
C 1.8200 2.6132 -2.8110
C -0.8653 1.5072 2.6517
C 0.4086 1.8173 2.1402
C 2.8464 1.6889 -2.8282
C 4.1243 1.7622 -3.5957
H 3.3675 3.2098 -4.6420
C -1.2688 2.0267 3.8930
N -1.5229 0.0785 0.8317
C -0.0521 -2.3659 0.5658
H -2.2612 1.8071 4.2655
H 0.7798 -3.9350 1.8883
H 0.0263 2.6035 -1.6736
H -4.2232 -0.3595 1.3382
Tc 0.4406 -0.3415 0.1267
H -2.8709 0.9025 2.1409
C 2.4252 0.6715 -1.9370
C -3.8627 -0.6485 0.3612
C -1.8261 0.7873 1.8631
H -5.0879 -2.0049 -2.5074
H 1.9371 -3.1213 0.8221
C 0.8573 3.1137 4.1231
C -1.1859 -1.7905 -3.6955
C -2.5200 -1.8989 -3.4259
C -0.4082 2.8021 4.6295
N 0.8726 2.1523 -1.9795
Br -0.9308 3.4720 6.3126
N -0.7684 -0.8589 -1.5354
H 1.6956 3.5680 -3.2950
H 2.2050 -1.4792 4.2280
O 2.1484 -1.2091 -0.5507
H 1.5246 3.7361 4.7041
H 2.2281 2.8847 2.4894
H -0.0929 -2.8944 -0.3867
C 1.0420 -2.9784 1.4331
H -5.8153 -1.3008 -0.2604
C -0.3318 -1.2811 -2.7042
N 1.8954 -2.2246 3.6244
O 1.2472 -0.7435 2.0815
C 2.9951 -0.6318 -1.3743
H -3.2027 -2.3121 -4.1571
C -3.0203 -1.4795 -2.1719
H 2.0860 -3.1760 3.8859
C -2.5448 -0.4902 0.0192
*
```

=====

(3)
ORCA calculation (ωB97M-V/def2-TZVPD) on C5H8O in the gas phase in a non-equilibrium geometry.

E_HOMO = -8.168 eV
SMILES = C1C[C@H]2OC[C@@H]12
ΔE to the lowest compared entry with this formula, charge and spin = 100.38 kcal/mol
Lowest unoccupied orbital energy = 1.06 eV
Kohn-Sham gap = 9.2 eV

```
! wB97M-V def2-TZVPD RIJCOSX def2/J DEFGRID3
* xyz 0 1
C 1.1484 0.5317 0.0370
C -0.3172 -0.9621 -0.6502
H 1.4375 1.1130 0.9115
H -0.4778 1.5585 -1.1393
H 0.7276 -1.2776 1.2089
C 0.9724 -0.9897 0.1783
O -1.4807 -1.0507 0.1511
H -2.3752 0.8041 0.2396
C -1.4209 0.3405 0.4949
H -1.1830 0.5270 1.5470
H -0.4016 -0.4618 -1.6073
C -0.2782 0.7318 -0.4271
H 1.8458 0.7445 -0.7814
H 1.8029 -1.6091 -0.1630
*
```

=====

(4)
ORCA calculation (ωB97M-V/def2-TZVPD) on CH4N2OS in the gas phase in a non-equilibrium geometry.

E_HOMO = -8.963 eV
SMILES = NC#S(N)=O
ΔE to the lowest compared entry with this formula, charge and spin = 103.77 kcal/mol
Lowest unoccupied orbital energy = 0.16 eV
Kohn-Sham gap = 9.1 eV

```
! wB97M-V def2-TZVPD RIJCOSX def2/J DEFGRID3
* xyz 0 1
H -0.2989 -0.0942 -1.5844
C -0.9748 -0.5493 0.4639
O 1.9562 0.1464 0.9877
H -1.8817 1.1427 1.0270
H 0.6955 -1.1180 -1.9689
S 1.0807 -0.9459 0.2431
N -1.0274 0.7108 0.8457
H -0.2867 1.0021 1.4775
N 0.7372 -0.2946 -1.4917
*
```

=====

(5)
ORCA calculation (ωB97M-V/def2-TZVPD) on C30H36N6OW as an isolated structure.

E_HOMO (alpha / beta) = -12.078 / -13.021 eV
ΔE to the lowest compared entry with this formula, charge and spin = 0.00 kcal/mol
Lowest unoccupied orbital energy (alpha / beta) = -6.32 / -5.95 eV
Kohn-Sham gap (alpha / beta) = 5.8 / 7.1 eV

```
! wB97M-V def2-TZVPD RIJCOSX def2/J DEFGRID3
* xyz 2 3
C -3.0622 -0.4756 3.0059
C 0.8649 -3.3555 0.6281
C 2.5886 -2.4413 -0.8213
H -0.6399 -4.6651 1.3256
H 1.9852 0.0707 -3.9081
C 0.4287 2.1306 -1.6139
N 2.2850 -0.1428 0.0576
C 2.3885 2.1293 -4.1227
C -2.7729 -1.1550 0.6169
H 4.5622 2.2595 0.6846
C -1.8955 -0.6011 -2.9602
C -5.2073 -1.7103 2.6089
N -2.0401 -0.8138 -0.4462
H 0.4264 -4.0339 2.5767
O 0.0911 -2.4307 0.2927
H -2.4918 -2.3129 -1.8477
H 5.1495 -1.8261 -0.4514
N 0.2987 -0.1946 -2.0209
C -0.2554 0.0858 3.0657
C 0.3908 3.4607 -2.1454
H 1.0071 -5.3214 1.5079
C 0.7120 1.2417 2.9075
C 0.8619 1.0128 -2.4439
C 5.0601 0.2215 0.1847
H 3.3785 -2.9316 -1.3870
H -0.0271 3.7518 0.2856
H 3.1410 1.8568 -4.8525
N -0.9506 -0.2603 1.8168
C -0.7202 2.9051 0.3109
C 0.0280 2.6031 2.7752
C 2.1276 3.4579 -3.9700
H 1.3779 1.0388 2.0759
H -4.7401 -0.5048 4.2499
H -2.0106 0.4865 -2.9590
C -4.9304 -2.2801 1.3686
H -2.6231 0.0956 3.8088
C 1.7342 1.0445 -3.5010
H -3.9524 -2.5629 -0.4245
H -5.6580 -2.9938 1.0010
C -0.4177 -0.9548 -3.0446
C 1.1270 4.0209 -3.1475
N -0.0953 1.7913 -0.4419
H -0.0233 -0.7190 -4.0338
H -6.1521 -1.9633 3.0704
H 1.7710 -2.2257 -1.5115
C -3.8911 -2.0186 0.5068
H 0.9273 5.0717 -3.3231
H -0.3665 2.8729 3.7576
H 1.3541 1.2593 3.7913
H -3.6363 -0.9722 -1.7845
H 6.1314 0.3449 0.2578
H -1.6152 3.2046 -0.2463
C 4.1982 1.2745 0.4319
C -2.2517 -0.6696 1.8900
N 2.1097 -3.3926 0.1723
H 2.1509 1.8642 0.5254
C -4.3676 -0.8734 3.3017
C 2.8383 1.0506 0.3535
H -2.4127 -0.9771 -3.8454
C -1.1179 2.7157 1.7661
H 2.6836 4.1496 -4.5895
H -0.3152 4.1317 -1.6784
W -0.0481 -0.3071 -0.0653
H 2.7046 -4.1583 0.4474
H -1.6641 3.6329 2.0031
C 4.5110 -0.9923 -0.1947
C 0.3949 -4.4244 1.5581
C 3.1360 -1.1451 -0.2692
H -0.2759 -2.0290 -2.8831
H -0.9412 0.3476 3.8669
H 0.7797 3.3646 2.5447
H 0.2800 -0.8081 3.4075
C -2.5722 -1.2214 -1.7526
H -1.8438 1.9159 1.8789
*
```

=====

(6)
ORCA calculation (ωB97M-V/def2-TZVPD) on C7H7N3O3 in the gas phase in a non-equilibrium geometry.

E_HOMO (alpha / beta) = -8.424 / -8.353 eV
ΔE to the lowest compared entry with this formula, charge and spin = 137.21 kcal/mol
Lowest unoccupied orbital energy (alpha / beta) = -0.69 / -0.68 eV
Kohn-Sham gap (alpha / beta) = 7.7 / 7.7 eV

```
! wB97M-V def2-TZVPD RIJCOSX def2/J DEFGRID3
* xyz 0 1
H 1.8774 -1.5210 1.3078
C 0.7816 0.3346 0.3726
N 1.2292 1.4703 -0.0125
H -1.4220 -3.1727 0.8071
O -1.0089 -2.2714 -0.8829
C 1.8682 -0.4837 0.8391
N -0.9822 2.1445 -1.0093
O 2.5717 1.5073 0.1255
H -1.6366 2.8342 -1.4770
C -1.2349 -0.9481 0.9433
H -1.9538 -0.8160 1.7465
N -0.3541 -1.2673 -1.5110
O -2.4581 1.6477 0.6132
H -0.5555 -1.2632 -2.5270
C -0.6472 0.1758 0.2556
H 3.9697 0.1043 0.9989
C -1.1970 -2.1963 0.3585
H -0.3267 2.0007 -1.6651
C 2.9335 0.3216 0.6877
C -1.4540 1.3985 0.0292
*
```

=====

(7)
ORCA calculation (ωB97M-V/def2-TZVPD) on C47H50As2F6NO10P2SbTl as an isolated structure.

E_HOMO (alpha / beta) = -7.436 / -8.798 eV
ΔE to the lowest compared entry with this formula, charge and spin = 0.00 kcal/mol
Lowest unoccupied orbital energy (alpha / beta) = -0.19 / -2.53 eV
Kohn-Sham gap (alpha / beta) = 7.2 / 6.3 eV

```
! wB97M-V def2-TZVPD RIJCOSX def2/J DEFGRID3
* xyz 0 2
F 3.1027 -3.9055 1.8627
H -4.8508 -0.2705 -2.4107
H -3.9258 5.2282 -1.2174
C 4.9842 -1.8538 0.2243
O -2.7778 2.4147 3.2545
C -1.4442 3.0227 -0.5136
H -5.9222 -0.6250 -3.7778
C -2.3789 1.3460 2.8704
C 0.4745 -0.7273 -4.3124
C -5.2308 1.3940 2.9472
C -4.6120 -1.4715 -0.3206
H -2.9985 -2.7572 2.2119
H 0.3889 2.0849 -3.2004
H 4.1000 -2.4385 0.4577
H -4.1912 2.8830 1.1306
C -6.2343 -1.8368 2.1243
C -2.6546 -2.2755 -1.4906
O -3.1851 -2.4618 -2.5578
H 4.1151 4.2887 -1.6309
O 0.2261 1.7799 0.6705
H -0.6042 1.7496 4.9761
H 3.6079 5.8618 0.2121
C -0.3018 1.6641 3.9333
C -3.3558 4.3072 -1.2397
Tl 0.8735 -0.3535 0.1434
F 1.0856 -2.9999 0.5222
C -1.8969 1.9553 -1.2821
O -5.5107 0.9608 4.0307
O -1.2170 0.7970 3.2337
O -1.4321 -2.7019 -1.1721
O -6.1725 -1.8659 -2.1929
H -1.3691 0.3020 -3.8960
F 0.6563 -4.4095 2.6969
H 5.4423 0.9074 3.0802
C -5.2348 3.1314 1.2977
H 1.5723 -1.0158 5.4610
Sb 1.5987 -4.7795 1.0997
H -1.3215 -2.0194 -7.4840
C -0.8180 -1.6526 -6.5992
H 3.4628 -0.3469 -1.9398
As -5.7751 -0.4245 0.8483
C -0.8395 -0.3445 -4.5868
H 5.4281 0.8528 5.5466
C -3.0553 2.0645 -2.0388
C -2.0040 -2.3202 2.1511
O -5.6706 -3.5054 -0.8095
C -3.2822 -1.5077 -0.3683
C -4.4810 0.5190 1.9643
H 2.0411 1.8750 -3.8223
F 2.5203 -4.9430 -0.5370
C 0.4838 -2.0455 -6.3292
C 2.4152 -0.5776 4.9393
C 3.3237 4.3080 1.6579
N 1.3656 -1.1643 2.8139
C -3.7952 3.2390 -2.0113
F 2.1579 -6.4610 1.6911
C 6.1150 -2.4917 -0.2589
C 7.2648 -0.3805 -0.3642
H -6.8535 -2.5681 1.6092
C 3.8942 3.9138 -0.6395
H -6.5798 0.1550 -2.3152
C -5.4766 -2.3801 -1.1743
C -0.1650 2.9557 0.2998
H 8.1353 -2.2529 -0.9403
H 3.4476 -0.3912 -3.7137
C -2.1826 4.2022 -0.5061
H 0.6719 1.1945 3.8421
H 1.7439 2.1152 -2.0759
C 4.5951 0.4840 3.6081
C -0.8080 -3.5779 -2.1354
H 8.1541 0.1934 -0.5907
H 3.0630 2.5743 2.8826
C 4.9938 -0.4712 0.4220
C 3.4749 -0.0476 5.6510
C 3.6168 4.7956 0.3961
O 0.3832 4.0047 0.6102
C -5.8566 -0.5668 -2.6945
H -1.6980 -1.9757 3.1383
C 6.1385 0.2653 0.1270
H -2.5020 -0.5023 -5.9244
H 2.1421 -1.9142 -4.9874
C 1.3682 1.6541 -2.9918
H -6.7921 -1.3786 2.9384
C 3.6005 2.0513 0.8676
C 3.3133 2.9427 1.8965
P 3.4780 0.2603 1.0863
C 3.8806 2.5490 -0.4068
H -4.7042 3.3248 -2.5942
C 4.5862 0.4651 4.9892
C -1.4801 -0.7983 -5.7264
H -0.2849 2.6455 3.4668
H 0.6156 -1.4759 3.4199
C 1.1305 -1.5871 -5.1888
H -0.8659 -3.1409 -3.1282
H -5.3254 4.2069 1.4180
C 7.2538 -1.7546 -0.5577
As -2.0290 -0.7778 0.9478
H -1.2984 -3.0572 1.7753
P 1.2084 -0.1500 -2.7606
H -5.8460 2.7983 0.4581
H -1.8113 5.0339 0.0788
C 2.9344 -0.7331 -2.8131
H -3.3752 1.2326 -2.6545
O -5.7284 2.5537 2.5155
C 3.5138 -0.0121 2.8747
H 3.0719 4.9917 2.4575
H 1.6794 -1.9831 2.3011
H 2.9734 -1.8220 -2.7578
H 0.9992 -2.7173 -7.0032
F 0.0196 -5.4346 0.3172
C 2.4319 -0.5911 3.5446
H 0.2178 -3.6949 -1.8045
H 6.1561 1.3364 0.2836
H 3.4449 -0.0554 6.7330
H 4.1040 1.8677 -1.2219
H 6.1018 -3.5641 -0.4030
C -3.1549 0.4281 1.9720
H -5.3392 -2.3151 2.5121
H -1.3142 -4.5401 -2.1209
H -1.3299 1.0320 -1.2992
*
```

=====

(8)
ORCA calculation (ωB97M-V/def2-TZVPD) on C24H27N7O3 in the gas phase in a non-equilibrium geometry.

E_HOMO = -8.478 eV
SMILES = CCOCCCNC(=O)CCC(=O)NNc1nc2ccccc2c2nc(-c3ccccc3)nn12
ΔE to the lowest compared entry with this formula, charge and spin = 0.00 kcal/mol
Lowest unoccupied orbital energy = 0.30 eV
Kohn-Sham gap = 8.8 eV

```
! wB97M-V def2-TZVPD RIJCOSX def2/J DEFGRID3
* xyz 0 1
C -6.0927 -0.4603 1.3169
H 0.8102 0.3052 -0.4527
C 1.4743 1.3315 -3.4052
H 1.8767 1.3503 -4.4221
C 1.2619 -3.3527 1.8087
C 1.6932 -5.2872 3.1698
H 4.2494 2.9631 -1.0943
N 2.7329 -0.3069 -0.5197
H 3.2338 -0.8912 -1.1734
C -2.4530 -1.1368 0.9086
O 4.1977 0.7235 -3.4457
H 2.3847 -6.0152 3.5679
N -2.2485 -2.2208 1.6954
C 0.9498 -1.4927 0.4953
O 2.7221 1.3763 0.9705
H 0.4606 3.2184 -3.3719
H -0.9557 0.8715 -1.9977
N -0.3949 -1.5070 0.7704
C -3.9588 0.5036 -0.1689
C 0.3430 -5.3620 3.5195
C 3.3235 0.7124 0.1543
C 3.7751 1.4712 -2.5854
C -0.9234 3.8944 0.3508
H -1.2917 4.1138 1.3486
C 4.6539 2.0220 -1.4671
H -6.9263 -0.8345 1.8929
H 0.4030 2.3531 1.0673
C 0.1977 2.1608 -3.3124
N 1.7481 -2.3816 0.9801
H 5.3041 1.4258 0.5085
C -3.7636 -0.5423 0.7307
H -1.7426 4.0310 -0.3521
N 1.3711 -0.5494 -0.3941
C -0.9572 -2.4490 1.6021
C -0.5523 -4.4449 3.0236
H -4.6730 -1.8361 2.1609
H 1.2615 0.2854 -3.1493
H 5.6555 2.1904 -1.8634
H -5.3625 1.8734 -1.0154
H 5.2186 0.0899 -0.6651
H 3.1910 -4.2320 2.0521
H -1.1890 1.7490 0.5284
H 2.1371 2.3405 -1.7012
O 0.2562 2.1307 -0.9027
H -1.6007 -4.4786 3.2758
H 0.0052 -6.1446 4.1819
C -0.1045 -3.4360 2.1671
C 2.1512 -4.3017 2.3286
N 2.4902 1.8703 -2.5229
H -1.4500 2.5810 -1.9945
C -5.2133 1.0623 -0.3173
C -0.5865 1.9076 -2.0226
C -0.3869 2.4679 0.3195
C -4.8409 -1.0235 1.4718
H -7.2609 1.0232 0.3062
C 4.7328 1.0010 -0.3168
H -0.1310 4.5978 0.1059
C -6.2814 0.5836 0.4250
H -0.4518 1.9201 -4.1545
N -1.3505 -0.6772 0.3302
H -3.1219 0.8621 -0.7474
*
```

=====

(9)
ORCA calculation (ωB97M-V/def2-TZVPD) on C19H23F5NPSSr as an isolated structure in a non-equilibrium geometry.

E_HOMO = -5.989 eV
ΔE to the lowest compared entry with this formula, charge and spin = 0.00 kcal/mol
Lowest unoccupied orbital energy = -1.04 eV
Kohn-Sham gap = 4.9 eV

```
! wB97M-V def2-TZVPD RIJCOSX def2/J DEFGRID3
* xyz 0 1
H -3.5284 1.0251 -1.2500
H 3.6624 0.5855 -2.0531
C 2.0661 1.9379 4.4253
C -0.8405 -2.5391 -1.2175
C -2.7775 0.6111 -0.5538
H 0.9489 -3.2983 -2.2425
Sr 1.6754 0.9715 -0.3121
H -4.0129 -3.8851 -1.1149
H -3.0925 0.7643 0.4963
C 1.2729 -0.8645 -3.2790
C 1.3076 1.8212 5.5937
H 2.1287 3.6874 0.2045
C -3.2166 -3.1423 -1.0873
N 1.8656 -0.6513 -1.9159
H 1.0731 -1.2340 0.0409
H -1.0865 3.9743 -0.6396
P -1.2068 1.5623 -0.7360
H 3.6897 -0.9159 -2.9994
C 0.6238 -2.8866 -1.2803
C 0.7382 0.1690 3.3441
H -2.0843 2.0488 -2.9216
C -1.8710 3.2315 -0.4411
H -2.1826 3.3240 0.6076
H -1.0066 0.6173 -2.9814
C 3.3349 -0.4834 -2.0502
H 3.8358 -1.0668 -1.2586
H 2.0570 -0.8350 -4.0494
C -1.1336 1.6242 -2.5653
F -0.3828 0.7120 6.8245
F 2.5049 1.3181 2.1448
C -3.5614 -1.8083 -0.8851
C 1.5465 -1.7146 -0.8724
F -0.7763 -1.0365 4.7488
F 3.0593 2.8619 4.3850
F 1.5071 2.6762 6.6151
H -2.7330 3.4247 -1.0972
H 0.5024 -0.1155 -3.5208
H 2.4994 -2.1444 -0.4798
C 0.0957 -0.0138 4.6075
C -1.2189 -1.2368 -1.0362
C 1.7691 1.1411 3.3299
C -1.8803 -3.5203 -1.2506
C 0.3347 0.8266 5.6885
H -0.2946 2.2583 -2.8990
C -2.5150 -0.8475 -0.8322
S 0.2212 -0.6920 1.9758
H 0.8729 -1.8761 -3.3398
H -4.6056 -1.4983 -0.7733
H 1.6508 3.4083 0.8443
H 0.8088 -3.6984 -0.5554
H -1.6455 -4.5777 -1.3858
*
```

=====

Look up the ΔE to the lowest compared entry with this formula, charge and spin of the eighth one. 0.00 kcal/mol

=====

Which formula does entry 6 have? C7H7N3O3

=====

What is the ΔE to the lowest compared entry with this formula, charge and spin in the first record? 60.36 kcal/mol

=====

Which value of ΔE to the lowest compared entry with this formula, charge and spin does entry 4 give? 103.77 kcal/mol